# 1
Below is 3 unconnected molecules or ions with the total composition C20H36F2N7O4 at a distorted geometry, with properties calculated with ωB97M-V/def2-TZVPD.

Output
Orbital gap: 7.2903 eV
Total energy: -1667.34085 hartree
Energy above the lowest of the compared OMol25 structures with the same formula, charge and spin: 48.42 kcal per mole
HOMO: -10.79 eV
M: 476.55 g mol⁻¹
E_LUMO: -0.1286 Eh
Total charge: +1

CARTESIAN COORDINATES (ANGSTROEM)
C  -5.546  -1.348  0.670
C  -4.367  -0.536  0.071
O  -4.149  0.541  0.531
N  -3.512  -0.957  -1.054
C  -4.252  -1.273  -2.237
C  -3.589  -2.033  -3.436
O  -5.414  -1.006  -2.351
C  -2.501  -1.942  -0.701
N  -1.622  -1.552  0.456
C  -1.548  -2.761  1.189
N  -0.604  -3.230  1.940
C  -0.818  -4.572  2.550
C  -1.485  -4.574  3.790
C  -1.776  -5.833  4.434
C  -1.316  -6.954  3.663
C  -0.624  -6.728  2.440
N  -0.329  -5.572  1.804
N  -2.738  -3.551  0.964
C  -2.840  -3.458  -0.532
F  -4.092  -3.923  -0.759
F  -1.864  -4.337  -0.915
H  -5.394  -2.448  0.718
H  -6.503  -1.082  0.167
H  -5.653  -0.999  1.729
H  -3.669  -3.141  -3.295
H  -2.510  -1.766  -3.550
H  -4.145  -1.750  -4.354
H  -1.755  -1.909  -1.543
H  -0.660  -1.422  0.106
H  0.252  -2.687  2.075
H  -1.786  -3.622  4.268
H  -2.311  -5.899  5.396
H  -1.495  -7.985  4.018
H  -0.264  -7.640  1.911
H  -3.463  -2.996  1.442
C  1.206  -0.045  -1.792
C  1.707  0.459  -0.440
C  2.952  1.355  -0.536
O  4.160  0.654  -0.781
C  4.379  0.301  -2.138
N  1.941  -0.696  0.444
H  1.811  -0.862  -2.185
H  0.182  -0.424  -1.701
H  1.194  0.759  -2.531
H  0.906  1.064  -0.006
H  3.089  1.843  0.433
H  2.814  2.157  -1.270
H  3.993  1.058  -2.826
H  3.936  -0.673  -2.354
H  5.455  0.212  -2.291
H  2.173  -0.351  1.373
H  2.800  -1.146  0.132
C  3.485  7.706  -0.408
C  3.808  6.293  -0.882
C  2.571  5.385  -1.008
O  2.062  4.908  0.233
C  1.245  5.836  0.928
N  4.819  5.712  0.009
H  3.295  7.755  0.665
H  4.325  8.373  -0.610
H  2.611  8.107  -0.929
H  4.246  6.380  -1.882
H  2.867  4.490  -1.565
H  1.776  5.865  -1.592
H  0.652  6.452  0.247
H  1.854  6.466  1.579
H  0.564  5.270  1.566
H  5.112  4.814  -0.369
H  4.352  5.468  0.880

---

# 2
Below is 3 unconnected molecules or ions with the total composition C20H36N4O at a distorted geometry, with properties calculated with ωB97M-V/def2-TZVPD.

Output
Orbital gap: 7.2743 eV
Total energy: -1077.70450 hartree
Energy above the lowest of the compared OMol25 structures with the same formula, charge and spin: 119.92 kcal per mole
HOMO: -8.15 eV
M: 348.53 g mol⁻¹
E_LUMO: -0.0323 Eh
SMILES: Oc1cnc2ccccc2n1.CCN(CC)CC.CCN(CC)CC
Total charge: 0

CARTESIAN COORDINATES (ANGSTROEM)
O  2.303  2.967  -1.204
C  3.301  1.915  -1.387
C  2.821  0.429  -1.578
N  3.690  -0.688  -1.743
C  5.064  -0.261  -1.756
C  6.165  -1.385  -1.948
C  7.675  -1.058  -2.026
C  8.176  0.441  -1.883
C  7.088  1.519  -1.682
C  5.534  1.208  -1.603
N  4.661  2.334  -1.391
H  2.451  3.239  -0.258
H  1.689  0.219  -1.587
H  5.802  -2.475  -2.034
H  8.466  -1.879  -2.193
H  9.288  0.711  -1.913
H  7.434  2.616  -1.581
C  -1.249  1.423  -2.211
C  -1.685  0.243  -3.071
N  -1.868  -0.995  -2.317
C  -1.981  -2.179  -3.165
C  -3.184  -2.268  -4.102
C  -2.804  -0.938  -1.195
C  -4.237  -0.499  -1.488
H  -0.354  1.184  -1.630
H  -1.012  2.278  -2.850
H  -2.037  1.739  -1.523
H  -0.901  0.088  -3.818
H  -2.592  0.520  -3.623
H  -1.956  -3.078  -2.538
H  -1.073  -2.243  -3.776
H  -4.103  -2.492  -3.559
H  -3.032  -3.082  -4.818
H  -3.331  -1.352  -4.678
H  -2.390  -0.260  -0.440
H  -2.831  -1.912  -0.693
H  -4.282  0.394  -2.116
H  -4.744  -0.258  -0.548
H  -4.816  -1.290  -1.965
C  -0.524  1.383  5.762
C  -1.247  0.191  5.145
N  -2.244  0.566  4.147
C  -3.142  -0.527  3.784
C  -2.531  -1.745  3.093
C  -1.768  1.379  3.032
C  -0.626  0.824  2.184
H  -1.234  2.110  6.166
H  0.115  1.045  6.582
H  0.119  1.890  5.037
H  -1.748  -0.334  5.964
H  -0.504  -0.504  4.735
H  -3.954  -0.138  3.159
H  -3.639  -0.873  4.699
H  -2.269  -1.531  2.056
H  -3.260  -2.561  3.075
H  -1.644  -2.115  3.611
H  -1.453  2.351  3.429
H  -2.610  1.622  2.373
H  0.192  0.426  2.791
H  -0.208  1.624  1.565
H  -0.967  0.042  1.504

---

# 3
Below is 3 unconnected molecules or ions with the total composition C20H36N7O5P at a distorted geometry, with properties calculated with ωB97M-V/def2-TZVPD.

Output
Orbital gap: 7.1854 eV
Total energy: -1883.87252 hartree
HOMO: -8.81 eV
M: 485.53 g mol⁻¹
E_LUMO: -0.0597 Eh
SMILES: [H]/N=C\Cc1cc2ncc(CCN)nc2c([PH2]=O)c1ON=O.COC[C@@H](C)N.COC[C@@H](C)N
Total charge: 0

CARTESIAN COORDINATES (ANGSTROEM)
H  -0.049  2.213  -2.394
N  0.995  2.275  -2.289
C  1.570  1.330  -3.114
C  0.693  0.297  -4.036
C  -0.015  -0.937  -3.215
C  0.402  -1.313  -1.673
C  -0.288  -2.533  -0.772
N  0.203  -2.686  0.640
C  -0.483  -3.839  1.316
C  -1.597  -4.792  0.612
C  -2.201  -6.050  1.532
C  -0.872  -7.020  1.830
N  -0.053  -6.970  0.536
N  -2.117  -4.621  -0.787
C  -1.433  -3.463  -1.457
C  -1.877  -3.108  -3.012
P  -3.267  -4.204  -3.799
O  -4.234  -3.395  -4.757
C  -1.210  -1.859  -3.901
O  -1.766  -1.671  -5.250
N  -0.812  -1.608  -6.195
O  -0.050  -2.560  -6.152
H  2.762  1.277  -3.129
H  -0.074  0.930  -4.686
H  1.458  -0.197  -4.804
H  1.238  -0.650  -1.157
H  -0.179  -4.071  2.439
H  -2.681  -5.656  2.547
H  -2.985  -6.703  0.958
H  -0.316  -6.487  2.741
H  -1.158  -8.132  2.057
H  -0.265  -7.780  -0.087
H  0.967  -6.859  0.727
H  -3.955  -4.842  -2.676
H  -2.678  -5.276  -4.564
C  1.333  6.570  -1.316
O  2.518  6.172  -1.986
C  3.727  6.613  -1.360
C  4.209  5.707  -0.204
C  3.426  5.905  1.092
N  4.163  4.285  -0.578
H  1.427  7.558  -0.857
H  1.059  5.824  -0.566
H  0.524  6.607  -2.051
H  4.490  6.587  -2.147
H  3.643  7.660  -1.045
H  5.252  5.972  0.007
H  2.429  5.458  1.055
H  3.954  5.437  1.931
H  3.315  6.970  1.323
H  4.761  4.143  -1.393
H  3.222  4.095  -0.934
C  -3.407  1.148  3.038
O  -2.222  0.750  2.369
C  -1.013  1.192  2.994
C  -0.531  0.285  4.151
C  -1.314  0.483  5.446
N  -0.577  -1.136  3.777
H  -3.313  2.136  3.498
H  -3.681  0.403  3.788
H  -4.216  1.186  2.303
H  -0.250  1.166  2.208
H  -1.097  2.239  3.310
H  0.512  0.550  4.362
H  -2.311  0.036  5.409
H  -0.786  0.016  6.285
H  -1.425  1.548  5.677
H  0.021  -1.279  2.962
H  -1.518  -1.326  3.421

---

# 4
Below is a molecular structure, C20H36NOP2Ti at a distorted geometry, with properties calculated with ωB97M-V/def2-TZVPD.

Output
Orbital gap (spin up / spin down): 5.5353 / 5.7648 eV
Spin multiplicity: 2
Total energy: -2445.07165 hartree
Energy above the lowest of the compared OMol25 structures with the same formula, charge and spin: 7.20 kcal per mole
HOMO (spin up / spin down): -12.84 / -12.84 eV
M: 416.33 g mol⁻¹
E_LUMO (spin up / spin down): -0.2684 / -0.2601 Eh
Total charge: +2

CARTESIAN COORDINATES (ANGSTROEM)
P  0.562  -2.882  -1.868
P  0.026  0.440  -2.553
C  -0.456  -2.183  -3.255
C  0.219  -0.914  -3.793
H  -1.446  -1.931  -2.828
H  -0.586  -2.959  -4.029
H  1.309  -1.033  -3.920
H  -0.240  -0.574  -4.736
C  -1.411  1.342  -3.365
H  -1.825  2.076  -2.660
H  -2.206  0.633  -3.646
H  -1.068  1.872  -4.269
C  1.299  1.621  -3.207
H  1.034  2.023  -4.195
H  2.265  1.111  -3.279
H  1.399  2.463  -2.514
C  -0.393  -4.469  -1.432
H  -0.398  -4.689  -0.311
H  0.080  -5.314  -1.952
H  -1.427  -4.319  -1.770
C  2.102  -3.419  -2.694
H  2.684  -2.549  -3.026
H  1.839  -4.050  -3.552
H  2.730  -3.982  -1.997
Ti  0.470  -3.027  0.327
C  0.461  2.864  2.608
C  -0.685  3.520  2.552
C  -1.600  3.735  1.384
C  -2.275  2.483  0.786
C  -1.436  1.744  -0.177
C  -0.109  1.889  -0.393
C  0.929  2.801  0.118
C  1.250  2.229  1.516
C  2.450  -3.180  0.765
H  0.917  2.735  3.598
H  -1.079  3.965  3.480
H  -1.119  4.292  0.578
H  -2.434  4.367  1.704
H  -2.555  1.803  1.595
H  -3.251  2.737  0.338
H  -1.949  0.881  -0.628
H  0.428  0.888  -0.450
H  0.626  3.845  0.111
H  1.843  2.716  -0.478
H  1.038  1.144  1.578
H  2.325  2.304  1.741
H  2.718  -2.306  1.376
H  3.112  -3.286  -0.096
H  2.506  -4.087  1.394
O  -0.169  -1.826  1.581
N  -0.429  -1.169  2.714
C  -1.731  -0.948  3.032
C  -2.048  -0.198  4.153
C  -1.032  0.346  4.942
C  0.293  0.078  4.593
C  0.579  -0.694  3.486
H  -2.484  -1.399  2.390
H  -3.095  -0.052  4.408
H  -1.276  0.947  5.816
H  1.106  0.481  5.203
H  1.612  -0.934  3.204

---

# 5
Below is 5 unconnected molecules or ions with the total composition C20H36O9 at a distorted geometry, with properties calculated with ωB97M-V/def2-TZVPD.

Output
Orbital gap: 9.8289 eV
Total energy: -1460.67782 hartree
Energy above the lowest of the compared OMol25 structures with the same formula, charge and spin: 0.00 kcal per mole
HOMO: -9.22 eV
M: 420.50 g mol⁻¹
E_LUMO: 0.0222 Eh
SMILES: C[C@H]1COC(=O)O1.C[C@H]1COC(=O)O1.C1CCOC1.C1CCOC1.C1CCOC1
Total charge: 0

CARTESIAN COORDINATES (ANGSTROEM)
C  -1.704  0.906  -3.110
C  -0.157  0.886  -2.962
C  0.639  1.519  -4.133
O  1.387  2.498  -3.454
C  1.161  2.528  -2.111
O  1.802  3.296  -1.365
O  0.055  1.671  -1.795
H  -1.957  0.020  -2.527
H  -1.932  0.651  -4.145
H  -2.245  1.802  -2.806
H  0.220  -0.104  -2.706
H  0.022  2.163  -4.760
H  1.206  0.874  -4.805
C  -2.211  3.982  2.834
C  -2.679  4.409  1.453
C  -2.811  5.978  1.473
O  -1.583  6.370  1.034
C  -1.054  5.468  0.256
O  -0.118  5.710  -0.541
O  -1.605  4.264  0.555
H  -2.973  3.981  3.613
H  -1.313  4.490  3.188
H  -1.999  2.913  2.819
H  -3.591  3.912  1.122
H  -2.987  6.339  2.486
H  -3.539  6.403  0.782
C  -2.802  -0.263  0.143
C  -1.887  0.777  0.680
C  -0.580  -0.003  1.012
O  -0.562  -0.910  -0.073
C  -1.863  -1.407  -0.270
H  -3.307  0.071  -0.763
H  -3.540  -0.503  0.909
H  -2.393  1.355  1.454
H  -1.687  1.440  -0.162
H  -0.728  -0.486  1.978
H  0.270  0.678  1.025
H  -1.802  -2.264  0.401
H  -2.178  -1.899  -1.190
C  3.838  -1.037  0.762
C  4.516  0.266  1.083
C  4.715  0.948  -0.299
O  4.165  0.046  -1.194
C  3.321  -0.867  -0.623
H  3.061  -1.370  1.450
H  4.577  -1.836  0.815
H  5.522  0.166  1.492
H  3.956  0.949  1.722
H  5.792  0.965  -0.464
H  4.164  1.889  -0.316
H  3.260  -1.829  -1.131
H  2.261  -0.615  -0.622
C  0.919  -5.866  0.600
C  0.035  -6.859  1.191
C  -1.283  -6.366  0.911
O  -1.057  -5.009  1.081
C  0.270  -4.578  0.931
H  0.923  -6.071  -0.470
H  1.899  -6.083  1.025
H  0.371  -6.934  2.225
H  0.107  -7.856  0.755
H  -1.964  -6.762  1.664
H  -1.597  -6.626  -0.100
H  0.735  -4.265  1.866
H  0.522  -3.911  0.107

---

# 6
Below is a molecular structure, C20H37ClN3OPRe at a distorted geometry, with properties calculated with ωB97M-V/def2-TZVPD.

Output
Orbital gap (spin up / spin down): 2.9989 / 5.1354 eV
Spin multiplicity: 4
Total energy: -1902.91958 hartree
Energy above the lowest of the compared OMol25 structures with the same formula, charge and spin: 42.23 kcal per mole
HOMO (spin up / spin down): -11.56 / -13.69 eV
M: 588.17 g mol⁻¹
E_LUMO (spin up / spin down): -0.3146 / -0.3144 Eh
Total charge: +2

CARTESIAN COORDINATES (ANGSTROEM)
C  2.886  -4.569  -3.760
C  1.700  -4.277  -4.667
C  4.074  -3.649  -3.809
C  2.602  -5.338  -2.476
Cl  -0.342  -2.099  -1.148
H  4.974  -3.942  -4.349
H  4.335  -3.402  -2.776
H  3.722  -2.684  -4.187
H  1.518  -4.868  -5.565
H  1.763  -3.220  -4.953
H  0.786  -4.299  -4.056
H  2.807  -6.407  -2.402
H  1.552  -5.171  -2.199
H  3.129  -4.822  -1.666
C  0.238  2.130  -1.430
C  1.560  1.603  -1.332
C  1.651  0.489  -2.281
H  2.412  2.133  -0.916
C  0.260  0.260  -2.765
C  -0.551  1.267  -2.194
H  -1.619  1.300  -2.315
H  -0.079  3.061  -1.022
H  2.560  0.162  -2.803
H  -0.005  -0.329  -3.660
C  0.862  -1.564  1.786
C  1.199  -0.190  1.901
C  2.303  0.095  1.040
H  0.738  0.502  2.609
C  2.719  -1.173  0.430
C  1.805  -2.218  0.948
H  1.996  -3.317  0.904
H  0.018  -2.061  2.239
H  2.877  1.044  1.044
H  3.662  -1.357  -0.094
Re  0.946  -0.438  -0.463
C  -1.807  1.928  4.097
N  -1.572  0.975  2.995
C  -2.070  -0.381  3.297
P  -1.625  1.467  1.382
O  -0.915  0.470  0.498
N  -3.160  1.794  0.876
C  -3.827  0.861  -0.057
C  -4.109  2.468  1.780
N  -0.999  3.015  1.574
C  -1.479  4.189  0.830
C  0.378  3.189  2.095
H  -1.164  1.620  4.934
H  -2.861  1.917  4.411
H  -1.523  2.936  3.776
H  -3.168  -0.389  3.424
H  -1.791  -1.091  2.508
H  -1.606  -0.702  4.242
H  -4.201  -0.031  0.466
H  -4.677  1.399  -0.481
H  -3.145  0.570  -0.867
H  -4.500  1.774  2.541
H  -3.658  3.345  2.259
H  -4.943  2.802  1.146
H  -1.490  5.051  1.518
H  -0.813  4.428  -0.016
H  -2.488  4.001  0.454
H  0.433  4.196  2.545
H  0.594  2.446  2.874
H  1.126  3.100  1.285

---

# 7
Below is 2 unconnected molecules or ions with the total composition C20H37F4N3O7PS4 at a distorted geometry, with properties calculated with ωB97M-V/def2-TZVPD.

Output
Orbital gap: 8.0069 eV
Total energy: -3808.49320 hartree
HOMO: -12.16 eV
M: 666.76 g mol⁻¹
E_LUMO: -0.1527 Eh
Total charge: +1

CARTESIAN COORDINATES (ANGSTROEM)
C  -5.556  0.884  0.383
C  -4.559  0.036  1.150
O  -3.298  0.088  0.481
C  -2.196  -0.396  1.208
C  -0.980  0.499  0.914
O  -1.091  1.807  1.374
C  -2.225  2.298  2.113
C  -1.857  3.674  2.667
C  -3.014  4.659  2.572
O  -1.460  3.543  4.031
N  -0.952  0.591  -0.584
S  -1.577  2.040  -1.335
C  -0.149  -0.240  -1.299
N  -0.741  -0.879  -2.326
P  -0.200  -2.066  -3.482
S  0.061  -1.496  -5.288
N  1.157  -0.399  -0.938
S  2.275  -0.311  -2.262
C  1.531  0.311  0.335
S  3.171  -0.424  0.720
C  1.599  1.840  0.069
C  2.910  2.597  0.198
O  3.750  2.272  -0.896
C  0.409  -0.127  1.388
C  0.372  -1.695  1.449
C  -0.349  -2.477  2.594
C  0.649  -3.043  3.635
C  -1.160  -3.631  1.975
C  0.743  0.444  2.799
F  1.209  1.683  2.813
F  -0.325  0.416  3.576
F  1.661  -0.270  3.408
H  -5.932  0.379  -0.508
H  -6.416  1.096  1.027
H  -5.107  1.842  0.107
H  -4.452  0.396  2.183
H  -4.901  -1.006  1.206
H  -1.950  -1.406  0.868
H  -2.411  -0.449  2.279
H  -2.439  1.639  2.957
H  -3.093  2.355  1.450
H  -1.021  4.048  2.060
H  -3.388  4.710  1.544
H  -3.834  4.360  3.230
H  -2.681  5.655  2.868
H  -0.519  3.728  4.126
H  -0.911  1.809  -2.471
H  -1.717  -0.616  -2.429
H  0.841  -2.656  -2.777
H  -1.250  -2.964  -3.285
H  2.900  -1.466  -2.011
H  3.355  0.275  1.838
H  1.243  2.035  -0.950
H  0.878  2.346  0.709
H  2.644  3.662  0.182
H  3.402  2.407  1.160
H  4.503  2.877  -0.906
H  -0.057  -2.035  0.500
H  1.404  -2.040  1.435
H  -1.075  -1.851  3.112
H  0.670  -4.135  3.598
H  1.668  -2.698  3.461
H  0.393  -2.734  4.651
H  -1.331  -4.416  2.717
H  -0.624  -4.086  1.135
H  -2.150  -3.312  1.629
C  3.485  -1.598  -6.281
C  4.296  -1.995  -5.064
O  5.305  -2.794  -5.609
C  5.498  -2.413  -6.917
O  6.416  -2.733  -7.580
O  4.480  -1.605  -7.303
F  3.565  -2.718  -4.158
H  2.719  -2.343  -6.499
H  3.029  -0.616  -6.200
H  4.752  -1.159  -4.527